# 1
Molecular formula: C62H72Cl4F8N4O4
Method: DFT, ωB97M-V/def2-TZVPD

Kohn-Sham gap (eV): 9.1
Max |F| (hartree/bohr): 0.0375
Total charge: 0

```
154
Properties=species:S:1:pos:R:3:forces:R:3:lowdin_charge:R:1
C -2.918 -0.254 -3.519 -0.1 -0.4 0.4 0.00
C -3.604 -1.577 -3.836 -0.4 0.7 -1.1 -0.54
O -3.370 -2.197 -4.865 0.5 0.1 0.3 0.03
N -4.660 -1.935 -3.079 0.1 -0.5 0.4 0.01
C -5.115 -1.448 -1.798 -0.3 0.7 0.0 -0.07
H -3.672 0.517 -3.353 -0.1 0.0 0.0 0.08
H -2.294 0.028 -4.362 0.1 -0.1 0.1 0.07
H -2.336 -0.326 -2.596 0.2 0.0 -0.1 0.07
H -5.136 -2.733 -3.471 0.0 -0.1 0.1 0.14
H -4.397 -0.816 -1.275 0.4 -0.2 -0.2 0.08
H -5.367 -2.276 -1.144 -0.1 0.0 0.1 0.08
H -5.985 -0.801 -1.948 -0.2 -0.2 0.2 0.08
C -1.697 3.120 -2.720 -0.4 0.0 -0.1 0.02
C -0.272 2.668 -2.586 0.2 0.4 0.5 -0.51
O 0.355 2.759 -1.519 -0.3 0.0 -0.4 -0.03
N 0.260 2.122 -3.683 0.9 0.0 -1.1 0.05
C 1.612 1.600 -3.803 0.8 0.1 0.0 -0.06
H -2.371 2.270 -2.594 0.2 -0.1 0.1 0.07
H -1.909 3.520 -3.712 0.1 0.1 0.0 0.09
H -1.966 3.839 -1.950 0.2 0.1 0.0 0.08
H -0.127 2.317 -4.593 -0.7 0.0 0.3 0.14
H 1.607 0.513 -3.861 0.1 0.0 0.4 0.07
H 2.290 1.985 -3.044 -0.5 -0.3 0.5 0.05
H 2.118 1.937 -4.712 -0.6 0.1 -0.3 0.10
C -1.426 1.142 1.175 -0.8 0.5 -0.7 -0.02
C -0.663 -0.057 0.700 1.1 -0.6 -0.2 -0.50
O -0.569 -1.103 1.345 -0.1 0.1 -0.1 -0.01
N -0.018 0.104 -0.494 -1.1 0.4 1.2 0.05
C 0.696 -0.961 -1.174 0.1 0.9 -0.3 -0.06
H -1.192 1.431 2.196 0.3 0.0 -0.1 0.06
H -2.508 0.984 1.148 0.1 -0.5 0.1 0.08
H -1.327 1.958 0.454 0.5 0.2 0.4 0.05
H -0.019 1.074 -0.816 0.4 -0.7 -0.2 0.07
H 1.737 -0.665 -1.297 0.1 -0.1 -0.2 0.07
H 0.235 -1.107 -2.152 0.2 -0.1 0.0 0.08
H 0.695 -1.901 -0.634 -0.2 0.4 0.3 0.04
C 3.643 1.210 0.084 -0.7 0.0 -0.6 -0.02
C 4.271 2.473 -0.454 0.1 0.0 1.0 -0.56
O 5.427 2.769 -0.191 -0.3 0.1 -0.5 0.05
N 3.427 3.253 -1.177 0.0 0.3 0.0 0.00
C 3.834 4.537 -1.701 0.1 0.0 -1.0 -0.07
H 2.646 1.043 -0.337 0.2 -0.1 -0.3 0.05
H 3.406 1.294 1.142 0.7 0.0 0.2 0.03
H 4.296 0.382 -0.184 0.0 -0.1 0.4 0.08
H 2.449 3.004 -1.160 0.0 0.1 -0.1 0.06
H 4.101 5.288 -0.959 0.1 -0.2 0.2 0.09
H 3.067 4.952 -2.358 -0.4 -0.1 0.3 0.08
H 4.663 4.399 -2.400 0.3 0.0 0.4 0.08
C 0.664 4.513 0.998 0.1 -0.6 -0.1 -0.99
Cl 1.373 3.051 1.753 -0.2 0.4 0.0 0.62
Cl 0.791 5.941 2.033 0.0 -0.2 -0.2 0.54
H 1.182 4.652 0.056 0.1 0.3 0.2 0.00
H -0.375 4.293 0.774 -0.1 0.1 0.2 0.01
C 0.015 -2.866 4.378 -0.2 0.4 0.2 -1.03
Cl 1.511 -3.263 5.256 -0.2 0.0 -0.3 0.56
Cl -0.921 -4.287 3.964 -0.3 -0.5 -0.2 0.56
H -0.635 -2.283 5.022 0.3 0.1 0.1 0.02
H 0.212 -2.309 3.466 0.3 -0.1 0.0 0.00
F 3.861 -1.406 -3.012 -0.3 0.0 -0.2 0.06
C 5.031 -0.754 -2.987 0.9 0.4 0.3 -0.29
C 5.077 0.624 -3.128 -0.7 -0.3 0.1 -0.02
C 6.291 1.268 -3.048 0.8 0.1 -0.1 -0.08
C 7.465 0.570 -2.772 -0.1 -0.1 0.2 -0.08
C 7.412 -0.803 -2.574 -0.4 0.3 -1.0 -0.07
C 6.196 -1.459 -2.756 0.2 -0.6 0.6 -0.02
H 4.154 1.182 -3.213 0.1 0.0 -0.2 0.09
H 6.358 2.331 -3.236 -0.2 0.1 0.2 0.11
H 8.402 1.096 -2.659 0.0 0.1 -0.1 0.10
H 8.313 -1.387 -2.451 0.0 0.0 0.3 0.10
H 6.174 -2.530 -2.599 -0.2 0.0 -0.2 0.11
F 0.151 0.219 4.156 0.0 -0.1 0.1 0.02
C 1.475 0.087 4.402 0.8 -0.3 0.1 -0.31
C 1.934 0.108 5.718 -0.4 0.4 -0.5 -0.04
C 3.295 0.049 5.923 0.4 0.1 0.2 -0.09
C 4.175 -0.093 4.863 0.3 0.2 -0.2 -0.09
C 3.720 -0.148 3.554 -0.6 0.0 0.8 -0.06
C 2.335 -0.085 3.325 0.5 0.1 -0.2 -0.03
H 1.259 0.224 6.556 -0.1 0.0 -0.1 0.12
H 3.708 0.193 6.914 -0.2 -0.2 0.1 0.11
H 5.241 -0.110 5.045 0.0 0.0 0.1 0.10
H 4.476 -0.201 2.784 -0.4 -0.2 -0.4 0.11
H 1.959 -0.168 2.312 -0.2 0.1 0.0 0.10
F 3.498 -2.057 0.026 0.1 0.3 -0.1 0.06
C 3.182 -3.309 0.384 -0.3 -1.2 0.3 -0.28
C 2.118 -3.527 1.236 -0.9 0.8 0.2 -0.02
C 1.823 -4.802 1.680 0.8 -1.2 -0.3 -0.08
C 2.574 -5.875 1.199 0.1 -0.2 -0.1 -0.09
C 3.544 -5.684 0.226 0.3 0.6 0.7 -0.08
C 3.891 -4.383 -0.118 0.3 0.2 -0.7 -0.02
H 1.453 -2.698 1.465 0.2 0.1 0.3 0.09
H 1.065 -5.090 2.394 -0.2 0.7 0.0 0.05
H 2.421 -6.870 1.599 -0.2 0.0 -0.1 0.10
H 4.123 -6.508 -0.167 -0.1 -0.1 0.0 0.10
H 4.690 -4.192 -0.825 0.0 0.0 0.0 0.11
F -4.876 -3.038 1.375 0.2 -0.3 -0.4 0.05
C -4.566 -1.984 2.150 -0.2 0.4 0.9 -0.29
C -5.615 -1.305 2.745 0.0 0.1 0.3 -0.02
C -5.311 -0.229 3.566 0.3 0.5 -0.1 -0.10
C -3.993 0.171 3.783 -0.5 -0.4 -0.6 -0.08
C -2.964 -0.561 3.196 0.1 -0.2 1.0 -0.09
C -3.240 -1.668 2.403 -0.7 -0.2 -0.9 -0.01
H -6.640 -1.623 2.617 0.0 -0.1 -0.2 0.11
H -6.091 0.373 4.016 -0.2 -0.2 0.0 0.10
H -3.815 1.095 4.316 0.3 -0.1 0.3 0.10
H -1.956 -0.325 3.509 0.1 0.0 -0.6 0.08
H -2.525 -2.239 1.825 0.4 0.1 0.5 0.10
F 0.817 -3.266 -2.427 -0.2 -0.1 -0.2 0.04
C 0.094 -4.244 -1.847 0.3 -0.8 0.1 -0.28
C 0.291 -5.523 -2.304 -0.5 -1.8 -0.6 -0.01
C -0.378 -6.608 -1.710 0.4 0.9 0.6 -0.07
C -1.184 -6.358 -0.620 -0.9 0.0 0.7 -0.10
C -1.414 -5.061 -0.170 0.3 -0.1 -0.8 -0.07
C -0.765 -4.007 -0.790 -0.4 0.8 0.2 -0.02
H 0.836 -5.793 -3.200 0.5 0.6 0.1 0.12
H -0.205 -7.630 -2.015 0.0 0.1 -0.3 0.10
H -1.745 -7.131 -0.107 0.2 -0.3 -0.2 0.10
H -2.148 -4.854 0.597 0.1 -0.1 0.2 0.10
H -0.993 -2.998 -0.466 0.2 0.0 0.0 0.10
F 1.257 0.841 -7.464 -0.1 0.3 0.3 0.05
C 0.995 -0.441 -7.136 0.3 -1.0 0.0 -0.28
C 1.438 -1.420 -8.005 -0.1 -0.5 -0.4 -0.01
C 1.112 -2.751 -7.739 -0.3 0.4 0.6 -0.07
C 0.436 -3.059 -6.568 0.1 -0.4 0.4 -0.09
C 0.056 -2.084 -5.651 0.1 0.1 -0.7 -0.06
C 0.329 -0.759 -5.961 -0.2 0.7 -0.3 -0.03
H 1.985 -1.158 -8.900 0.0 0.1 0.0 0.11
H 1.327 -3.578 -8.400 0.3 0.3 -0.2 0.10
H 0.235 -4.102 -6.357 -0.2 0.0 0.0 0.10
H -0.512 -2.352 -4.773 0.1 0.1 0.1 0.09
H -0.026 0.076 -5.373 0.0 -0.2 0.3 0.08
F -3.517 3.077 0.031 0.0 -0.1 -0.2 0.04
C -4.258 3.544 1.055 -0.4 0.1 1.2 -0.27
C -3.993 4.804 1.556 -0.2 0.0 -1.1 -0.04
C -4.802 5.326 2.547 -0.1 0.1 -0.1 -0.12
C -5.772 4.560 3.158 -1.2 0.2 -1.0 -0.09
C -6.020 3.285 2.669 0.2 -0.4 -0.4 -0.06
C -5.244 2.754 1.643 0.4 0.3 -0.7 -0.01
H -3.186 5.388 1.132 0.0 0.0 -0.1 0.12
H -4.633 6.338 2.892 0.0 0.0 0.0 0.12
H -6.437 5.058 3.850 0.1 -0.4 0.2 0.11
H -6.849 2.657 2.970 0.0 0.2 0.5 0.10
H -5.427 1.765 1.244 -0.1 0.0 0.1 0.11
F -4.598 5.324 5.220 0.4 0.6 0.7 0.04
C -3.465 4.611 5.235 1.3 -1.2 0.0 -0.27
C -2.583 4.626 4.157 -0.9 0.7 -0.5 -0.02
C -1.560 3.709 4.055 0.4 0.2 1.3 -0.06
C -1.268 2.926 5.176 0.2 -0.5 -0.3 -0.07
C -2.068 2.985 6.308 -0.4 -0.2 -0.1 -0.08
C -3.199 3.774 6.308 -0.8 1.2 0.1 -0.02
H -2.791 5.314 3.344 0.5 -0.2 0.6 0.08
H -0.923 3.700 3.183 0.0 -0.1 0.0 0.05
H -0.436 2.236 5.150 0.0 0.1 0.0 0.08
H -1.929 2.379 7.194 0.5 -0.1 -0.2 0.11
H -3.868 3.866 7.156 0.1 -0.3 0.1 0.12
```
Positions in Å, forces in eV/Å.


# 2
Molecular formula: C3H28O11
Method: DFT, ωB97M-V/def2-TZVPD

Kohn-Sham gap (eV): 10.4
Max |F| (hartree/bohr): 0.0264
Total charge: 0
Structure (SMILES): CO.CO.CO.O.O.O.O.O.O.O.O
Relative energy (zero: lowest compared OMol25 entry of this formula, charge and spin) (kcal/mol): 96.4

```
42
Properties=species:S:1:pos:R:3:forces:R:3:lowdin_charge:R:1
C 2.692 -0.521 -2.656 1.1 -0.8 0.1 -0.16
O 2.618 -1.680 -3.487 -0.9 -0.2 0.4 -0.12
H 3.651 -0.640 -2.144 0.1 0.7 0.2 0.08
H 2.711 0.327 -3.314 0.1 0.5 -0.2 0.07
H 1.927 -0.394 -1.894 -0.3 -0.3 -0.2 0.05
H 2.476 -2.415 -2.875 0.0 0.0 -0.4 0.08
C 2.978 2.514 -0.741 0.6 -1.2 0.0 -0.17
O 1.863 3.103 -0.164 -1.1 0.5 -0.1 -0.10
H 3.725 3.175 -1.154 0.1 0.6 -0.2 0.08
H 3.498 1.816 -0.090 0.1 0.1 0.5 0.06
H 2.602 1.862 -1.514 -0.1 0.0 -0.5 0.05
H 2.040 3.622 0.619 0.4 0.0 0.1 0.09
C -0.767 0.476 0.343 0.4 1.2 0.2 -0.14
O 0.087 0.056 -0.724 -0.8 -0.6 0.0 -0.16
H -1.856 0.381 0.163 0.5 -0.2 -0.2 0.06
H -0.543 -0.076 1.258 0.1 -0.2 -0.4 0.06
H -0.541 1.534 0.558 -0.2 -0.2 0.0 0.09
H -0.032 0.636 -1.507 0.0 0.1 0.5 0.04
O -2.220 -1.926 -1.219 0.3 0.2 0.0 -0.05
H -1.746 -2.708 -1.514 -0.1 0.0 -0.2 0.05
H -1.543 -1.220 -1.218 0.0 -0.4 0.1 0.03
O -2.154 -1.743 2.512 -0.2 0.1 0.0 -0.08
H -3.126 -1.782 2.321 0.9 0.1 0.2 0.03
H -1.966 -1.316 3.359 -0.4 -0.3 -0.1 0.04
O 0.068 -3.212 0.869 -0.9 0.0 -0.2 -0.07
H -0.546 -2.918 1.564 0.3 0.0 0.1 0.01
H -0.580 -3.361 0.157 0.6 0.0 0.3 0.02
O -4.216 -2.062 0.805 0.1 -0.1 -0.1 -0.07
H -4.660 -1.313 0.400 -0.2 0.0 0.0 0.05
H -3.454 -2.209 0.213 -0.1 0.1 0.0 0.01
O 2.553 0.430 1.903 0.0 0.2 0.2 -0.05
H 2.222 -0.235 1.293 0.0 -0.1 -0.1 0.03
H 3.512 0.420 1.824 -0.1 -0.2 0.0 0.04
O -0.223 2.096 -2.680 0.0 -0.4 -0.1 -0.02
H 0.469 2.671 -2.347 0.2 0.3 0.2 0.04
H -1.046 2.508 -2.411 -0.2 0.2 0.0 0.06
O 0.369 -1.155 4.011 0.2 0.4 1.0 -0.05
H 0.791 -0.315 4.266 -0.2 -0.5 -0.3 0.05
H 0.046 -1.027 3.128 0.0 0.1 -0.8 -0.03
O -3.752 2.509 0.519 0.8 0.1 -0.4 -0.04
H -3.299 1.682 0.708 0.0 0.0 0.1 0.00
H -4.629 2.409 0.860 -0.8 -0.1 0.3 0.02
```
Positions in Å, forces in eV/Å.


# 3
Molecular formula: C33H38CoN4S
Method: DFT, ωB97M-V/def2-TZVPD

Multiplicity: 4
Kohn-Sham gap (alpha / beta) (eV): 7.6 / 4.6
Max |F| (hartree/bohr): 0.0043
Total charge: +2
Relative energy (zero: lowest compared OMol25 entry of this formula, charge and spin) (kcal/mol): 94.4
Expectation value of S²: 3.900

```
77
Properties=species:S:1:pos:R:3:forces:R:3:lowdin_charge:R:1
Co -0.574 0.420 0.081 -0.1 -0.1 0.2 0.59
C -0.005 -3.089 -0.137 0.0 0.0 0.0 0.00
C -0.788 -1.942 0.420 -0.1 0.1 0.0 -0.25
C -1.909 -1.432 -0.270 0.1 0.1 0.1 -0.03
C -2.697 -0.410 0.276 0.1 -0.1 0.0 -0.06
C -2.381 0.140 1.525 -0.1 0.0 -0.1 -0.06
C -1.258 -0.334 2.195 0.1 0.1 0.0 -0.06
C -0.458 -1.346 1.640 -0.1 -0.1 -0.1 -0.03
H -0.483 -4.022 0.167 0.0 0.0 0.0 0.11
H 1.016 -3.100 0.241 0.0 0.0 0.0 0.09
H 0.005 -3.067 -1.225 0.0 0.0 0.0 0.08
H -2.159 -1.836 -1.242 0.0 0.0 0.0 0.13
H -3.554 -0.052 -0.275 0.0 0.0 0.0 0.12
H -2.982 0.926 1.959 0.0 0.0 0.0 0.13
H -0.982 0.099 3.146 0.1 0.0 0.0 0.13
H 0.414 -1.684 2.184 0.0 0.0 0.0 0.13
C 2.794 -0.406 1.396 0.0 0.0 0.0 -0.02
C 2.074 0.420 2.426 0.0 0.0 0.0 -0.24
C 2.295 0.227 3.786 0.0 0.0 0.0 -0.02
C 1.659 1.021 4.730 0.0 0.0 0.0 -0.04
C 0.798 2.030 4.325 0.0 0.0 0.0 -0.03
C 0.545 2.249 2.976 0.0 0.0 0.0 -0.23
C -0.383 3.343 2.524 0.0 0.0 0.0 -0.02
C 1.181 1.422 2.050 0.0 0.0 0.0 -0.25
N 0.850 1.600 0.654 0.1 0.1 -0.1 0.09
C 1.599 2.394 -0.040 -0.1 -0.1 0.0 -0.26
C 2.848 3.013 0.528 0.0 0.0 0.0 0.04
C -0.045 2.398 -2.015 0.0 0.0 0.0 -0.43
C 0.184 2.431 -3.531 0.0 0.0 0.0 0.04
N -0.490 1.100 -1.613 0.0 0.1 0.0 -0.03
C -0.758 0.104 -2.605 0.0 0.0 0.0 -0.26
C 0.221 -0.845 -2.927 -0.1 0.0 -0.1 -0.22
C 1.630 -0.760 -2.400 0.0 0.0 0.0 -0.03
C -0.110 -1.882 -3.796 0.0 0.0 0.0 -0.04
C -1.376 -1.979 -4.343 0.0 0.0 0.0 -0.05
C -2.330 -1.015 -4.046 0.0 0.0 0.0 -0.03
C -2.037 0.036 -3.189 0.0 0.0 0.0 -0.23
C -3.080 1.086 -2.917 0.0 0.0 0.0 -0.03
H 3.274 -1.267 1.858 0.0 0.0 0.0 0.10
H 3.578 0.173 0.902 0.0 0.0 0.0 0.09
H 2.121 -0.762 0.613 0.0 0.0 0.0 0.05
H 2.981 -0.548 4.107 0.0 0.0 0.0 0.12
H 1.844 0.859 5.783 0.0 0.0 0.0 0.12
H 0.315 2.656 5.064 0.0 0.0 0.0 0.12
H -0.895 3.789 3.374 0.0 0.0 0.0 0.09
H -1.134 2.968 1.823 0.0 0.0 0.0 0.06
H 0.163 4.140 2.013 0.0 0.0 0.0 0.09
H 3.717 2.695 -0.050 0.0 0.0 0.0 0.11
H 2.996 2.710 1.557 0.0 0.0 0.0 0.10
H 2.797 4.101 0.488 0.0 0.0 0.0 0.11
H 1.003 1.761 -3.797 0.0 0.0 0.0 0.11
H 0.402 3.421 -3.911 0.0 0.0 0.0 0.08
H -0.713 2.079 -4.029 0.0 0.0 0.0 0.09
H 2.335 -0.672 -3.229 0.0 0.0 0.0 0.10
H 1.908 -1.662 -1.850 0.0 0.0 0.0 0.08
H 1.770 0.095 -1.742 0.0 0.0 0.0 0.05
H 0.645 -2.617 -4.054 0.0 0.0 0.0 0.13
H -1.619 -2.793 -5.013 0.0 0.0 0.0 0.12
H -3.314 -1.077 -4.494 0.0 0.0 0.0 0.12
H -4.052 0.774 -3.296 0.0 0.0 0.0 0.09
H -2.833 2.033 -3.405 0.0 0.0 0.0 0.08
H -3.172 1.303 -1.853 0.0 0.0 0.0 0.05
N -1.099 7.252 -3.211 0.0 0.0 0.0 0.15
C 0.108 6.795 -2.920 0.0 0.0 0.0 -0.67
S 1.438 7.854 -3.116 0.0 0.0 0.0 1.00
C 0.296 5.455 -2.425 0.0 0.0 0.0 -0.21
C 1.604 4.914 -2.480 0.0 0.0 0.0 -0.05
C 2.056 3.759 -1.913 0.0 0.0 0.0 -0.04
N 1.277 2.767 -1.333 0.0 0.0 0.1 0.07
C -0.996 3.497 -1.574 0.0 0.0 0.0 0.05
C -0.843 4.811 -1.815 0.0 0.0 0.0 -0.02
H -1.258 8.217 -3.462 0.0 0.0 0.0 0.13
H -1.883 6.620 -3.278 0.0 0.0 0.0 0.13
H 2.364 5.491 -2.995 0.0 0.0 0.0 0.09
H 3.126 3.601 -1.886 0.0 0.0 0.0 0.14
H -1.871 3.163 -1.028 0.0 0.0 0.0 0.12
H -1.636 5.467 -1.472 0.0 0.0 0.0 0.12
```
Positions in Å, forces in eV/Å.